[1]
The following is a DFT calculation (the ωB97M-V functional and the def2-TZVPD basis) of a structure of composition C20H17Cl4CsN2O5Te at a distorted geometry.

```
! wB97M-V def2-TZVPD RIJCOSX def2/J DEFGRID3
* xyz -2 1
Cs -0.09642 0.62794 -0.10473
Cl -6.53562 -2.71821 0.29548
C -5.31516 -1.48198 0.25869
C -5.62368 -0.20151 -0.14026
Cl -7.24800 0.19683 -0.61785
C -4.61527 0.77405 -0.15463
Cl -5.01192 2.40726 -0.60408
C -3.27813 0.52794 0.21171
O -2.38521 1.43536 0.23555
C -2.94202 -0.85433 0.58931
O -1.71815 -1.14655 0.88861
C -3.98970 -1.77973 0.62653
Cl -3.59918 -3.38582 1.18118
C 3.78989 -0.15422 -0.03736
O 3.13754 -0.03537 1.20874
H 4.76398 0.35466 -0.02938
H 3.19273 0.27034 -0.84794
H 3.96084 -1.21567 -0.23303
H 2.77628 0.87346 1.23267
C 1.35803 5.63556 2.45022
N 1.46551 4.73679 1.32382
C 1.09527 5.13976 0.07599
C 1.19222 4.32027 -0.97931
C 1.65896 2.95079 -0.75977
O 1.64427 2.13459 -1.69322
N 2.05412 2.59300 0.48545
C 1.99717 3.43465 1.52722
O 2.37601 3.14300 2.66413
H 2.12277 6.41838 2.41146
H 1.50604 5.04409 3.34900
H 0.37073 6.10122 2.47463
H 0.71455 6.15266 0.00802
H 0.88592 4.62078 -1.96918
C 1.74130 -4.30628 -0.24326
Te -0.07906 -3.09052 -0.13556
C 0.76534 -2.63545 1.78539
C 1.54349 -3.84949 2.18239
C 1.80117 -4.16649 3.51203
C 2.53072 -5.29882 3.84765
C 3.01577 -6.12872 2.84854
C 2.76951 -5.81743 1.51797
C 2.03910 -4.68545 1.17348
H 2.55592 -3.70186 -0.65125
H 1.62050 -5.18812 -0.87373
H -0.05152 -2.40266 2.46342
H 1.42206 -1.76755 1.69173
H 1.41705 -3.52023 4.29281
H 2.71479 -5.53629 4.88915
H 3.58024 -7.01888 3.10290
H 3.14254 -6.46820 0.73390
*
```

The value obtained for the HOMO energy is -0.9 eV. For the gap between HOMO and LUMO, the calculation gives 4.83 eV. As for the energy relative to the best compared isomer or geometry (same formula, charge and spin): 31.7 kJ/mol.

In elementary charge units, the Löwdin charges are:
1. Cs 1.478
2. Cl 0.569
3. C -0.750
4. C -0.748
5. Cl 0.569
6. C -0.627
7. Cl 0.608
8. C -0.492
9. O -0.438
10. C -0.465
11. O -0.533
12. C -0.617
13. Cl 0.593
14. C -0.178
15. O -0.174
16. H 0.071
17. H 0.055
18. H 0.067
19. H 0.019
20. C -0.051
21. N -0.072
22. C -0.088
23. C -0.005
24. C -0.670
25. O -0.184
26. N 0.061
27. C -0.527
28. O -0.001
29. H 0.083
30. H 0.078
31. H 0.084
32. H 0.117
33. H 0.098
34. C -0.450
35. Te 1.274
36. C -0.399
37. C -0.281
38. C -0.042
39. C -0.114
40. C -0.121
41. C -0.063
42. C -0.306
43. H 0.043
44. H 0.039
45. H 0.059
46. H 0.043
47. H 0.111
48. H 0.088
49. H 0.086
50. H 0.101

---

[2]
The following is a DFT calculation (the ωB97M-V functional and the def2-TZVPD basis) of a cluster of 2 separate species, C20H17F5N3O2 in total at a distorted geometry.

```
! wB97M-V def2-TZVPD RIJCOSX def2/J DEFGRID3
* xyz 1 1
C 3.75631 2.69831 1.87262
N 3.59354 1.79067 0.74965
C 4.62526 1.55414 -0.14145
C 4.18461 0.64077 -1.03226
N 2.88573 0.29338 -0.67436
C 2.12374 -0.71940 -1.35255
C 1.88310 -0.57544 -2.71128
F 2.36117 0.51729 -3.35435
C 1.09831 -1.49209 -3.40077
F 0.86727 -1.33798 -4.72115
C 0.52450 -2.55546 -2.70633
F -0.32995 -3.38806 -3.33634
C 0.80670 -2.74930 -1.35236
F 0.21548 -3.75932 -0.67596
C 1.65321 -1.85824 -0.70169
F 2.01571 -2.08715 0.58564
C 2.51839 1.04101 0.39255
C 1.26413 0.95860 1.16303
C 0.07016 0.43442 0.49226
C -0.89827 -0.14160 1.25185
C -1.92805 -1.01424 0.71427
C -2.67254 -1.87427 1.56248
C -3.61793 -2.74327 1.02999
C -3.84391 -2.77906 -0.35434
C -3.11756 -1.93588 -1.19976
C -2.18520 -1.04062 -0.67522
O 1.26399 1.29073 2.36702
H 2.80371 2.84013 2.38247
H 4.49418 2.28645 2.57392
H 4.14565 3.65183 1.49584
H 5.57155 2.05457 -0.04538
H 4.69673 0.19669 -1.86250
H 0.02325 0.54204 -0.59168
H -0.84023 -0.05259 2.34258
H -2.47488 -1.83825 2.63903
H -4.18251 -3.40317 1.69135
H -4.58444 -3.46157 -0.77221
H -3.27602 -1.95985 -2.27921
H -1.65958 -0.34682 -1.33724
C -3.74510 2.24031 1.53373
N -2.73996 2.66778 0.57605
O -1.68303 3.16974 1.44536
H -4.60478 1.81598 1.01297
H -3.35447 1.51164 2.25601
H -4.07266 3.13565 2.07047
H -2.31620 1.85578 0.12693
H -1.31909 3.92571 0.95034
*
```

The value obtained for the HOMO energy is -11.6 eV. For the gap between HOMO and LUMO, the calculation gives 7.01 eV.

In elementary charge units, the Löwdin charges are:
1. C 0.030
2. N -0.014
3. C 0.026
4. C 0.040
5. N 0.089
6. C -0.070
7. C -0.117
8. F 0.123
9. C -0.102
10. F 0.139
11. C -0.097
12. F 0.143
13. C -0.105
14. F 0.137
15. C -0.119
16. F 0.132
17. C -0.059
18. C -0.278
19. C -0.039
20. C 0.010
21. C -0.223
22. C -0.012
23. C -0.056
24. C -0.050
25. C -0.063
26. C -0.042
27. O 0.091
28. H 0.094
29. H 0.121
30. H 0.113
31. H 0.148
32. H 0.149
33. H 0.115
34. H 0.145
35. H 0.124
36. H 0.116
37. H 0.115
38. H 0.114
39. H 0.109
40. C -0.122
41. N -0.128
42. O -0.118
43. H 0.085
44. H 0.070
45. H 0.085
46. H 0.062
47. H 0.092

---

[3]
The following is a DFT calculation (the ωB97M-V functional and the def2-TZVPD basis) of the molecule C20H17N5OS at a distorted geometry.

```
! wB97M-V def2-TZVPD RIJCOSX def2/J DEFGRID3
* xyz 0 1
O -1.70494 1.95943 2.01116
N -0.44238 -0.62456 -0.07017
N -0.81864 -2.82556 0.51027
N 3.17335 3.91640 0.69985
S -1.73888 -5.19311 2.15071
C -0.98300 1.32206 1.24740
C -0.35967 -1.90065 -0.28313
C 4.51091 4.13262 0.77361
C -2.64545 -3.06928 3.60669
C 0.63647 3.50560 -1.86597
C -2.78176 -1.74517 3.98694
C 5.30647 4.18360 -0.36494
C 1.38090 3.58713 -3.03081
C -1.95134 -3.47578 2.46148
C 1.23888 3.61931 -0.59075
C -1.04357 -0.15970 1.03919
C -2.22507 -0.72498 3.18763
C 4.76149 4.08271 -1.63669
C 2.73292 3.83546 -3.00266
C -1.43302 -2.44948 1.64675
C 2.62838 3.81852 -0.52649
C -1.59512 -1.09446 1.95189
C 3.38792 3.88579 -1.73835
N -0.01092 -2.31475 -1.53495
N 0.01481 2.01833 0.60370
C 0.01237 -5.30499 2.76621
C 0.30007 3.45807 0.60618
H 4.99823 4.28966 1.72732
H -3.08650 -3.80187 4.26665
H -0.42319 3.28279 -1.97834
H -3.36493 -1.50378 4.86716
H 6.33783 4.37329 -0.17520
H 0.87137 3.49074 -3.99623
H -2.25486 0.30567 3.57798
H 5.41176 4.18578 -2.52044
H 3.25331 3.87651 -3.93440
H -0.30179 -1.67596 -2.26814
H -0.28952 -3.24548 -1.64634
H 0.61644 1.43912 0.02249
H 0.56432 -6.06295 2.20464
H -0.01476 -5.52516 3.82909
H 0.57532 -4.36048 2.65078
H 0.68822 3.74681 1.57536
H -0.64861 4.02655 0.47666
*
```

The value obtained for the HOMO energy is -8.3 eV. Its structure (SMILES) is CSc1cccc2c(C(=O)NCc3cccc4cccnc34)nc(N)nc12. For the gap between HOMO and LUMO, the calculation gives 7.66 eV. As for the energy relative to the best compared isomer or geometry (same formula, charge and spin): 18.7 kJ/mol.

In elementary charge units, the Löwdin charges are:
1. O 0.049
2. N 0.180
3. N 0.170
4. N 0.124
5. S 0.855
6. C -0.389
7. C -0.486
8. C -0.107
9. C -0.096
10. C -0.028
11. C -0.068
12. C -0.070
13. C -0.088
14. C -0.511
15. C -0.129
16. C -0.070
17. C 0.025
18. C -0.013
19. C -0.023
20. C -0.245
21. C -0.202
22. C -0.081
23. C -0.156
24. N 0.142
25. N 0.067
26. C -0.358
27. C -0.106
28. H 0.104
29. H 0.102
30. H 0.120
31. H 0.104
32. H 0.092
33. H 0.111
34. H 0.115
35. H 0.127
36. H 0.104
37. H 0.103
38. H 0.073
39. H 0.123
40. H 0.028
41. H 0.022
42. H 0.044
43. H 0.111
44. H 0.134

---

What did we get for LUMO level? Answer: 3.931 -4.593 -0.645 eV, in the order shown.